(1)
{"formula": "C5H10FP", "method": "ωB97M-V/def2-TZVPD", "e_lumo_ev": 0.66, "total_charge": 0, "e_above_lowest_kj_mol": 141.0, "homo_lumo_gap_ev": 10.0978, "symbols": ["H", "H", "C", "C", "F", "C", "C", "C", "H", "H", "H", "H", "H", "P", "H", "H", "H"], "coordinates": [[-2.1039, 1.0823, -1.1833], [1.5549, 2.2051, 0.1778], [0.5076, -1.3469, -0.2855], [0.4613, 0.1606, -0.1889], [0.4789, 0.7964, -1.7467], [1.6116, -2.0640, -0.1274], [-0.7989, 0.6906, 0.5174], [-2.0947, 0.5983, -0.2943], [-2.4657, -0.4064, -0.6397], [-0.3979, -1.6294, -0.8700], [-0.4565, 1.7470, 0.8013], [2.5801, -1.6225, 0.3054], [-1.0421, 0.0974, 1.4601], [1.9703, 0.9691, 0.4838], [-2.9809, 1.1325, 0.2276], [1.5840, -3.1587, -0.4076], [1.5918, 0.7485, 1.7700]]}

---

(2)
{"formula": "C12H14AgFO11", "method": "ωB97M-V/def2-TZVPD", "multiplicity": 2, "e_lumo_ev": [-5.86, -8.01], "total_charge": 1, "homo_lumo_gap_ev": [6.3000, 4.1482], "symbols": ["H", "H", "H", "C", "O", "C", "F", "Ag", "O", "H", "H", "H", "H", "C", "O", "O", "H", "C", "H", "C", "O", "C", "C", "H", "O", "C", "C", "O", "O", "H", "O", "O", "O", "H", "H", "H", "C", "C", "C"], "coordinates": [[-1.5087, 2.1977, 2.9309], [-0.5394, 2.9827, -2.9220], [-2.0373, 1.3226, 4.0520], [-0.3218, 1.9143, -2.9745], [0.2298, -0.9782, 3.1490], [3.3009, -1.1476, 0.5397], [-2.2247, 0.9523, 1.2351], [-4.0591, -0.3224, 1.6407], [-3.8249, 3.0220, -0.2688], [-3.0938, 2.3973, -0.2502], [1.4021, -3.2216, 2.5001], [2.8954, 0.9532, 0.1843], [-1.5248, -1.2042, 2.6326], [-0.5392, -0.3281, -1.7725], [-0.7986, -0.8727, -0.7761], [-1.4502, 2.0697, 3.8903], [1.1636, -0.1711, -5.7865], [1.8100, -2.3063, 2.0779], [-4.6032, 2.4735, -0.1128], [1.1420, -1.0788, 2.3837], [0.5907, 1.8482, -5.1233], [0.3089, 1.2822, -4.1346], [0.4828, -0.2099, -4.0193], [-1.3385, 1.1403, -0.0521], [1.0568, -0.7988, -5.0235], [2.8115, -2.3741, 1.2236], [2.6766, 0.1285, 0.8529], [4.2131, -1.2357, -0.1933], [0.9686, 1.2781, 1.9689], [0.0703, 1.0549, 2.3454], [3.4263, -3.4614, 0.8540], [-1.3053, 1.7202, -0.9230], [-2.3925, -1.7006, 2.5766], [0.1986, -2.0375, -2.9390], [-2.2685, -2.4580, 3.1657], [4.0914, -3.1948, 0.1684], [1.6484, 0.1654, 1.7023], [0.0724, -0.9605, -2.9349], [-0.7298, 1.1589, -1.8678]]}

---

(3)
{"formula": "C3H5HgO4", "method": "ωB97M-V/def2-TZVPD", "e_lumo_ev": -5.60, "total_charge": 1, "e_above_lowest_kj_mol": 127.8, "homo_lumo_gap_ev": 8.9601, "symbols": ["O", "C", "H", "Hg", "H", "O", "H", "C", "H", "O", "C", "O", "H"], "coordinates": [[-0.6153, 0.3055, -1.6243], [3.0543, -0.7330, -0.5972], [-1.9968, 0.6928, 1.8493], [1.0218, 1.2778, -1.1773], [-3.1869, -0.5930, 1.5963], [-2.2013, 0.1096, -0.1243], [4.1142, -0.8946, -0.3441], [-1.1709, 0.7790, -0.5869], [-1.4259, -1.0118, 1.3672], [2.6940, 0.3629, -1.0160], [-2.2013, -0.2485, 1.2641], [-0.4950, 1.5702, 0.1314], [2.4090, -1.6168, -0.7382]]}

---

(4)
{"formula": "C6H14NO2", "method": "ωB97M-V/def2-TZVPD", "e_lumo_ev": 3.70, "total_charge": -1, "e_above_lowest_kj_mol": 435.0, "homo_lumo_gap_ev": 6.4761, "symbols": ["H", "C", "C", "H", "H", "C", "O", "H", "C", "N", "H", "C", "H", "H", "H", "H", "H", "O", "H", "H", "H", "C", "H"], "coordinates": [[1.3870, -2.4211, -2.3272], [0.9258, 0.2437, 0.8824], [-0.5433, 0.2377, 1.1712], [1.2789, -0.2118, 2.8785], [-1.0262, -0.6926, 1.0120], [1.5797, -1.1266, -0.0330], [2.2850, -2.4666, -2.6486], [1.0482, 1.1617, 0.2168], [-1.7175, 0.8948, -0.9820], [1.7130, 0.4439, 2.1661], [-0.7985, 0.3542, 2.1966], [-1.2638, 1.3444, 0.3367], [-0.9935, 0.9181, -1.7890], [-3.5241, 0.8735, -2.2176], [1.6609, 1.2714, 2.6340], [1.7539, -1.9834, 0.6472], [-2.1306, 1.4572, 0.9515], [0.8014, -1.6063, -0.8690], [2.4089, -0.7148, -0.6676], [-3.8401, 0.9181, -0.5313], [2.8430, -2.0679, -2.0254], [-3.0502, 0.9094, -1.1999], [-0.7979, 2.2628, 0.1975]]}